Arrangement a

This record from OMol25 describes 2 unconnected molecules or ions with the total composition C3H9NOS2. The level of theory is ωB97M-V with the def2-TZVPD basis set.

HOMO = -8.54 eV
SMILES = CSSC.NC=O
Kohn-Sham gap = 9.3 eV

The geometry in ORCA input format:
```
! RIJCOSX wB97M-V def2-TZVPD def2/J DEFGRID3
* xyz 0 1
N 1.847 2.773 -0.605
C -0.026 -2.932 0.364
S -1.744 -0.686 1.542
H -2.913 0.325 -0.199
S 0.121 -1.477 1.484
H 1.529 3.315 -1.410
C 1.442 1.482 -0.535
H 1.915 3.257 0.289
H -1.201 -0.037 -0.763
H 1.039 -3.104 0.076
H -0.638 -2.726 -0.539
H -0.408 -3.850 0.913
C -1.867 0.353 0.029
H -1.566 1.355 0.364
O 0.675 1.010 -1.366
H 1.793 0.942 0.357
*
```

These are the natural (NBO) partial charges, in e, on atoms 1 to 2: number 1, N, carries -0.83; number 2, C, carries -0.75

---

Arrangement b

This record from OMol25 describes a single C3H9NOS2 molecule. The level of theory is ωB97M-V with the def2-TZVPD basis set.

HOMO = -8.89 eV
SMILES = N[C@H](CO)CSS
Kohn-Sham gap = 9.3 eV

The geometry in ORCA input format:
```
! RIJCOSX wB97M-V def2-TZVPD def2/J DEFGRID3
* xyz 0 1
H -2.412 -1.981 0.279
H -0.548 0.055 -1.916
S -0.229 1.328 0.083
H -1.894 -0.501 0.964
S 1.307 2.676 -0.482
N -1.872 -1.155 0.207
C 0.370 -2.078 0.713
O -0.238 -3.220 1.263
H 2.083 2.393 0.605
H 1.039 -0.283 -1.207
H 0.613 -1.376 1.510
H -0.639 -2.011 -1.234
C -0.020 -0.100 -0.984
H -0.242 -3.870 0.578
H 1.329 -2.278 0.221
C -0.518 -1.411 -0.326
*
```

These are the natural (NBO) partial charges, in e, on atoms 1 to 2: number 1, H, carries 0.38; number 2, H, carries 0.22

---

arrangement a (54.6 kJ/mol below the next structure)

---

Arrangement a

This record from OMol25 describes a single C5H4N2O3 molecule. The level of theory is ωB97M-V with the def2-TZVPD basis set.

HOMO (spin up / spin down) = -9.00 / -9.01 eV
SMILES = O=[N+]([O-])/N=C/c1ccco1
Kohn-Sham gap (spin up / spin down) = 7.0 / 7.0 eV

The geometry in ORCA input format:
```
! RIJCOSX wB97M-V def2-TZVPD def2/J DEFGRID3
* xyz 0 1
C -1.294 -1.022 1.812
H -2.731 0.704 2.419
H -1.645 -1.751 2.495
C -1.911 0.249 1.775
O 1.891 1.291 -2.747
C 0.356 0.788 -0.764
O -1.397 1.051 0.882
C -0.360 -1.016 0.787
H 0.280 -1.830 0.517
N 1.525 -0.307 -1.253
O 3.147 -0.442 -2.544
N 2.209 0.246 -2.260
C -0.385 0.324 0.290
H 0.315 1.715 -1.408
*
```

These are the natural (NBO) partial charges, in e, on atoms 1 to 2: number 1, C, carries -0.33; number 2, H, carries 0.22

---

Arrangement b

This record from OMol25 describes a single C5H4N2O3 molecule. The level of theory is ωB97M-V with the def2-TZVPD basis set.

HOMO = -9.70 eV
SMILES = NC(=O)c1cncc(=O)o1
Kohn-Sham gap = 9.0 eV

The geometry in ORCA input format:
```
! RIJCOSX wB97M-V def2-TZVPD def2/J DEFGRID3
* xyz 0 1
C 1.997 0.813 0.049
O -1.918 1.579 1.012
H 3.411 -0.853 -0.124
C 0.150 -1.226 0.179
N -2.505 0.204 -0.600
O 0.662 1.058 0.106
C 2.354 -0.617 0.028
C -0.239 0.066 0.250
H -2.819 -0.758 -0.625
H -0.571 -2.038 0.103
O 2.766 1.735 -0.025
C -1.656 0.554 0.376
H -3.119 1.045 -0.839
N 1.486 -1.562 0.111
*
```

These are the natural (NBO) partial charges, in e, on atoms 1 to 2: number 1, C, carries 0.69; number 2, O, carries -0.54

---

arrangement b (563.0 kJ/mol below the next structure)

---

Arrangement a

This record from OMol25 describes a single C22H30N4O2 molecule. The level of theory is ωB97M-V with the def2-TZVPD basis set.

HOMO = -8.05 eV
SMILES = C[C@@H]1CCC[C@@H](C)N1CCNC(=O)CCn1nc(-c2ccccc2)ccc1=O
Kohn-Sham gap = 7.9 eV

The geometry in ORCA input format:
```
! RIJCOSX wB97M-V def2-TZVPD def2/J DEFGRID3
* xyz 0 1
H -4.408 3.686 0.634
H 0.030 4.288 1.163
N 1.554 -2.411 0.686
C -4.213 2.775 -1.318
H 0.028 1.018 -2.134
H -1.954 1.176 1.773
C -1.956 1.741 -1.622
H -2.373 0.828 -1.179
H -4.647 1.833 -0.976
H -3.516 1.919 2.101
H 4.365 -5.087 -0.027
C 3.002 -1.625 -1.505
H 1.240 4.576 -0.106
H -1.105 4.553 -1.018
C 3.496 -5.446 0.505
C -0.551 3.618 -0.841
H -5.011 3.354 -1.789
H 1.496 2.061 -0.091
N -1.405 2.494 -0.498
H 2.458 0.637 1.621
C -3.102 2.487 -2.322
C 1.313 -6.372 1.938
C -0.894 1.306 -2.633
C 1.411 0.632 1.929
C 0.884 2.065 1.849
H 1.356 0.291 2.962
C 3.095 -2.896 -1.048
H 3.707 -3.625 -1.556
N 1.121 2.637 0.657
H 0.022 0.305 0.291
H -1.959 3.525 1.198
H 2.440 -8.177 2.188
C -2.427 2.834 0.491
C 3.514 -6.715 1.053
O 0.337 2.615 2.783
H 3.539 -1.281 -2.375
H -2.724 3.425 -2.736
H -0.672 2.098 -3.345
C 2.381 -4.626 0.666
H 0.433 -4.462 1.522
H 0.463 -6.732 2.497
H -0.071 -0.930 1.578
O 2.041 0.517 -1.153
C 0.488 3.870 0.265
H 4.385 -7.340 0.925
H -3.330 0.851 0.712
C 1.292 -5.102 1.395
C -2.836 1.610 1.311
N 1.469 -1.176 0.245
C 2.339 -3.274 0.100
C 2.167 -0.659 -0.834
C 2.423 -7.184 1.765
H -1.264 0.452 -3.196
H -0.009 3.369 -1.751
H -3.482 1.883 -3.148
C -3.643 3.547 -0.131
H -3.336 4.538 -0.474
C 0.601 -0.293 1.003
*
```

These are the natural (NBO) partial charges, in e, on atoms 1 to 2: number 1, H, carries 0.21; number 2, H, carries 0.23

---

Arrangement b

This record from OMol25 describes a single C22H30N4O2 molecule. The level of theory is ωB97M-V with the def2-TZVPD basis set.

HOMO = -8.33 eV
SMILES = COc1ccc(CN2CCC(n3nccc3NC(=O)C3CCCC3)CC2)cc1
Kohn-Sham gap = 8.8 eV

The geometry in ORCA input format:
```
! RIJCOSX wB97M-V def2-TZVPD def2/J DEFGRID3
* xyz 0 1
C -7.519 2.164 0.587
H 1.141 -1.220 0.508
H 0.328 -1.312 -1.953
H 2.508 0.851 0.771
C 0.652 -0.249 0.583
C -1.893 -3.397 0.471
H -6.546 1.267 2.285
C -2.790 -1.439 0.063
H -1.704 -4.428 0.694
C 6.064 1.570 -0.291
C 4.272 0.045 -0.801
C -7.035 1.099 -0.398
H 4.410 2.035 -1.559
C 8.505 0.061 1.936
H -5.052 1.468 -1.249
H 6.510 -1.400 1.281
H 1.117 1.842 0.306
N 2.005 0.805 -1.236
H -4.895 3.053 0.457
C 2.979 -0.240 -1.516
C -0.581 -0.258 -0.322
H 6.543 2.530 -0.393
H -3.112 0.519 -0.450
N -1.434 -1.374 0.014
H -6.468 3.038 2.302
H 1.182 0.714 -3.137
C -3.125 -2.743 0.369
C 6.674 0.608 0.518
C 6.070 -0.634 0.662
N -0.889 -2.574 0.250
H 7.890 -0.230 2.794
H 4.419 -1.872 0.135
H -1.141 0.673 -0.161
C -5.152 2.067 0.850
O -5.617 -1.231 0.296
H 0.351 -0.105 1.621
C -0.144 -0.343 -1.789
H -4.313 1.708 1.447
C 4.883 1.288 -0.940
C 0.846 0.789 -2.101
H 3.160 -0.229 -2.596
H 0.338 1.752 -1.979
H 9.399 0.571 2.293
H -8.509 1.941 0.981
H -4.109 -3.139 0.495
C -6.440 2.157 1.663
C -5.499 1.113 -0.316
O 7.841 0.987 1.113
H -7.553 3.142 0.103
H 2.626 -1.247 -1.246
H -7.384 0.114 -0.084
H -1.012 -0.272 -2.449
C 1.607 0.874 0.155
C -4.948 -0.281 -0.031
H 8.799 -0.835 1.380
N -3.587 -0.328 -0.173
C 4.877 -0.902 0.008
H -7.391 1.280 -1.411
*
```

These are the natural (NBO) partial charges, in e, on atoms 1 to 2: number 1, C, carries -0.40; number 2, H, carries 0.23

---

arrangement a (64.4 kJ/mol below the next structure)

---

Arrangement a

This record from OMol25 describes 2 unconnected molecules or ions with the total composition C4H7Cl2P. The level of theory is ωB97M-V with the def2-TZVPD basis set.

HOMO (spin up / spin down) = -9.19 / -9.75 eV
Kohn-Sham gap (spin up / spin down) = 8.7 / 8.8 eV

The geometry in ORCA input format:
```
! RIJCOSX wB97M-V def2-TZVPD def2/J DEFGRID3
* xyz 0 1
P -0.723 0.429 -1.516
H 1.752 0.133 1.253
H -2.157 -0.738 -0.118
Cl 1.189 2.114 -0.178
Cl 1.393 -1.899 -0.122
H -0.766 -1.202 1.543
C -0.453 -0.235 1.169
H -2.073 0.930 0.476
H -0.398 -0.862 -1.802
H 2.294 0.611 -2.627
C 0.890 0.535 -0.760
C -1.517 0.061 0.135
C 0.928 -0.282 0.507
H -0.357 0.405 2.040
*
```

These are the natural (NBO) partial charges, in e, on atoms 1 to 2: number 1, P, carries 0.57; number 2, H, carries 0.25

---

Arrangement b

This record from OMol25 describes a single C4H7Cl2P molecule. The level of theory is ωB97M-V with the def2-TZVPD basis set.

HOMO = -9.82 eV
SMILES = Cl[C@@H]1CCP[C@H]1Cl
Kohn-Sham gap = 9.7 eV

The geometry in ORCA input format:
```
! RIJCOSX wB97M-V def2-TZVPD def2/J DEFGRID3
* xyz 0 1
Cl 1.406 1.693 -0.609
C -0.030 1.082 0.338
H -0.183 1.890 0.953
C 0.553 -1.266 0.056
C 0.444 -0.159 1.066
C -1.001 0.719 -0.723
H 1.631 -1.157 -0.419
H 1.419 -0.095 1.474
P -0.653 -1.041 -1.387
Cl -2.846 0.276 0.302
H 0.390 -2.273 0.610
H -0.199 -0.612 1.938
H -1.252 1.489 -1.382
H 0.322 -0.544 -2.218
*
```

These are the natural (NBO) partial charges, in e, on atoms 1 to 2: number 1, Cl, carries -0.08; number 2, C, carries -0.23

---

arrangement b (360.3 kJ/mol below the next structure)

---

Arrangement a

This record from OMol25 describes a single C2HNO4 molecule. The level of theory is ωB97M-V with the def2-TZVPD basis set.

HOMO = -10.42 eV
SMILES = O=CC(=O)[N+](=O)[O-]
Kohn-Sham gap = 9.0 eV

The geometry in ORCA input format:
```
! RIJCOSX wB97M-V def2-TZVPD def2/J DEFGRID3
* xyz 0 1
N 0.795 -2.111 0.630
C 1.159 -0.951 -0.118
O 1.477 -2.324 1.635
C 1.291 0.201 1.128
O -0.257 -2.665 0.276
O 0.495 0.929 1.604
H 2.230 -0.094 1.443
O 1.627 -0.819 -1.179
*
```

These are the natural (NBO) partial charges, in e, on atoms 1 to 2: number 1, N, carries 0.42; number 2, C, carries 0.55

---

Arrangement b

This record from OMol25 describes a single C2HNO4 molecule. The level of theory is ωB97M-V with the def2-TZVPD basis set.

HOMO = -10.38 eV
SMILES = O=CC(=O)[N+](=O)[O-]
Kohn-Sham gap = 9.0 eV

The geometry in ORCA input format:
```
! RIJCOSX wB97M-V def2-TZVPD def2/J DEFGRID3
* xyz 0 1
O -0.429 -0.287 -2.096
O -2.538 -0.737 -1.860
C 0.098 0.884 0.311
O -2.483 1.486 -0.177
C -1.560 0.810 -0.435
H 0.484 -0.121 0.489
N -1.518 -0.166 -1.585
O 0.590 1.924 0.523
*
```

These are the natural (NBO) partial charges, in e, on atoms 1 to 2: number 1, O, carries -0.36; number 2, O, carries -0.31

---

arrangement b (51.9 kJ/mol below the next structure)

---

Arrangement a

This record from OMol25 describes a gas-phase ion, C3H4NOS (charge +1). The level of theory is ωB97M-V with the def2-TZVPD basis set.

HOMO = -14.53 eV
Kohn-Sham gap = 7.4 eV

The geometry in ORCA input format:
```
! RIJCOSX wB97M-V def2-TZVPD def2/J DEFGRID3
* xyz 1 1
H 1.511 -1.388 0.918
C 0.493 -1.006 0.604
C 0.509 1.714 -0.467
N -0.712 1.257 -0.675
S 1.415 0.840 0.599
O 0.024 -1.231 -0.494
H -0.063 -0.637 1.498
H 0.896 2.173 -1.339
H -2.428 -0.027 -0.939
C -1.533 0.437 -0.813
*
```

These are the natural (NBO) partial charges, in e, on atoms 1 to 2: number 1, H, carries 0.22; number 2, C, carries 0.06

---

Arrangement b

This record from OMol25 describes a gas-phase ion, C3H4NOS (charge +1). The level of theory is ωB97M-V with the def2-TZVPD basis set.

HOMO (spin up / spin down) = -16.04 / -16.04 eV
Kohn-Sham gap (spin up / spin down) = 7.6 / 7.6 eV

The geometry in ORCA input format:
```
! RIJCOSX wB97M-V def2-TZVPD def2/J DEFGRID3
* xyz 1 1
H -0.112 1.190 -1.186
N -0.836 -1.402 0.233
H -2.162 0.223 0.367
S 1.611 0.077 0.080
O 2.563 1.147 0.213
C -1.135 -0.210 0.028
C -0.073 0.853 -0.209
H -0.172 1.650 0.577
H -1.655 -2.015 0.159
C 1.971 -1.513 -0.263
*
```

These are the natural (NBO) partial charges, in e, on atoms 1 to 2: number 1, H, carries 0.29; number 2, N, carries -0.55

---

arrangement a (318.6 kJ/mol below the next structure)